Here is a 10-piece molecular cluster, C55H138N10O15 overall at a distorted geometry from OMol25. Energies are from ωB97M-V with the def2-TZVPD basis set.

XYZ file:
```
218
Properties=species:S:1:pos:R:3:forces:R:3:lowdin_charge:R:1
C 5.4337 0.5728 -0.7455 -0.7 -0.4 -1.1 -0.044
C 4.3001 -0.4683 -0.5467 0.7 0.1 1.5 -0.424
C 4.5845 -1.8351 -1.1091 -0.4 1.5 0.0 -0.196
O 3.4117 -2.6343 -0.8875 2.1 0.3 -0.8 -0.169
C 3.5701 -3.8126 -1.6293 -2.1 -1.3 -0.1 -0.138
N 4.0774 -0.6255 0.9058 -0.2 0.5 0.3 0.065
H 6.4424 0.2847 -0.4496 -0.3 -0.1 1.0 0.081
H 5.0382 1.4912 -0.3115 0.6 0.1 0.3 0.054
H 5.6059 0.7871 -1.8002 -0.5 0.0 -0.3 0.049
H 3.3828 -0.0533 -0.9643 0.0 -0.1 -0.7 0.101
H 5.4941 -2.2236 -0.6510 -0.1 -0.4 0.3 0.137
H 4.8112 -1.6325 -2.1559 -0.3 -0.6 -0.5 0.107
H 4.2664 -4.5711 -1.2717 0.5 0.4 0.4 0.094
H 3.7052 -3.6945 -2.7044 0.4 0.5 -0.1 0.075
H 2.5857 -4.2729 -1.5434 0.0 -0.3 0.0 0.069
H 3.5202 -1.4369 1.1322 0.1 -0.6 -0.4 0.053
H 3.4451 0.1055 1.1990 0.2 0.5 0.4 0.031
C -5.5799 -4.2360 0.4430 -0.1 -1.1 0.4 -0.064
C -5.7376 -2.8228 0.9736 2.9 0.6 -2.0 -0.450
C -4.8127 -1.7587 0.2455 1.1 -1.5 0.2 -0.197
O -4.8514 -0.5345 0.8980 -1.0 1.4 1.1 -0.178
C -3.9442 0.4286 0.4502 0.5 0.1 -0.7 -0.106
N -7.0606 -2.3867 0.7721 -1.1 0.8 0.7 0.043
H -4.7191 -4.7668 0.8495 0.2 0.2 -0.1 0.063
H -5.6340 -4.4613 -0.6221 0.4 0.9 -0.3 0.079
H -6.4427 -4.8166 0.7695 -0.2 0.0 0.5 0.072
H -5.3600 -2.7725 1.9949 -0.2 -0.2 0.4 0.135
H -4.9919 -1.6448 -0.8236 -0.6 -0.1 -0.2 0.128
H -3.7668 -2.0527 0.3334 0.3 -0.8 -0.1 0.105
H -2.8973 0.1491 0.5684 0.3 -0.5 0.5 0.077
H -4.0648 1.4038 0.9219 -0.5 -0.3 0.3 0.078
H -4.0066 0.5925 -0.6256 -0.4 0.0 -0.4 0.073
H -6.9971 -1.4257 1.0764 -0.8 0.6 -0.1 0.070
H -7.6065 -2.8368 1.4929 -0.6 -0.1 -0.1 0.082
C 3.3701 -1.4419 -5.0851 -1.9 -0.7 -0.3 -0.065
C 3.2223 0.0567 -4.8730 -0.4 -1.7 0.0 -0.423
C 2.0099 0.5131 -3.9963 0.3 -1.9 -0.7 -0.200
O 1.8237 1.8738 -4.0413 1.5 1.6 -0.4 -0.162
C 0.7346 2.3868 -3.3384 -0.4 0.1 -0.4 -0.090
N 4.4353 0.3856 -4.2190 1.0 2.4 0.9 0.036
H 3.6599 -2.0384 -4.2200 0.3 0.3 0.0 0.056
H 3.9997 -1.6030 -5.9602 0.3 -0.2 0.3 0.085
H 2.3926 -1.8232 -5.3801 -0.2 -0.3 -0.2 0.072
H 3.1559 0.3669 -5.9158 -0.4 1.0 0.0 0.136
H 2.1734 0.1306 -2.9888 0.3 0.2 0.5 0.114
H 1.1036 -0.0030 -4.3133 -0.3 -0.1 -0.5 0.106
H 0.8204 3.4616 -3.1786 0.6 0.0 0.0 0.054
H 0.6632 1.9042 -2.3637 -0.5 -0.2 0.1 0.089
H -0.1347 2.3103 -3.9915 -0.5 -0.5 0.5 0.081
H 4.4757 1.3940 -4.2601 0.4 0.5 0.6 0.077
H 5.3011 0.1121 -4.6614 -0.2 -0.6 -0.4 0.089
C -1.4258 -6.3231 -2.4336 -0.4 -0.8 -0.6 -0.039
C -2.6036 -7.3509 -2.2925 1.8 1.6 0.0 -0.419
C -2.2966 -8.8402 -2.4575 -0.9 -0.4 -0.6 -0.141
O -3.5482 -9.5857 -2.6025 1.5 -0.2 0.7 -0.187
C -4.2457 -9.2628 -3.7549 -1.0 0.4 -0.6 -0.149
N -3.0970 -7.1522 -0.9600 -1.4 -0.3 0.7 0.048
H -0.9124 -6.4107 -3.3911 0.2 -0.2 0.0 0.072
H -0.7211 -6.4122 -1.6069 0.1 -0.1 -0.1 0.061
H -1.8308 -5.3113 -2.4186 -0.2 -0.1 0.2 0.059
H -3.3916 -6.9667 -2.9402 0.1 -0.5 -0.4 0.123
H -1.8532 -9.2101 -1.5330 0.0 0.0 0.0 0.110
H -1.6165 -9.1258 -3.2600 0.0 0.2 -0.4 0.121
H -3.6130 -9.0893 -4.6253 0.2 0.2 0.0 0.093
H -4.8887 -8.4051 -3.5575 0.1 0.4 -0.3 0.080
H -4.9583 -10.0291 -4.0602 0.3 -0.5 0.4 0.088
H -2.4498 -7.5697 -0.3067 0.5 0.2 0.1 0.031
H -3.8339 -7.8427 -0.9449 -0.9 0.1 0.6 0.076
C -2.0588 -0.7924 -5.0600 0.7 0.5 -0.3 -0.083
O -1.8322 0.5602 -4.5947 -1.0 -0.3 1.1 -0.222
C -2.8644 0.9699 -3.6418 0.0 -0.9 -0.6 -0.179
C -4.1896 1.2957 -4.3793 0.0 -0.4 -0.1 -0.183
N -3.9697 2.2629 -5.4695 0.7 -1.3 1.5 -0.052
C -4.1590 3.5969 -4.9649 0.6 -0.3 -1.7 -0.217
C -3.2377 4.4532 -5.8012 0.2 2.1 -0.1 -0.202
O -1.9024 4.5126 -5.3057 -0.5 -0.7 2.2 -0.222
C -0.9653 5.3780 -5.8565 0.4 -0.1 -0.7 -0.121
H -2.7357 -0.8154 -5.9140 -0.2 0.0 0.1 0.089
H -2.3724 -1.4964 -4.2892 -0.3 0.3 0.3 0.085
H -1.0975 -1.1691 -5.4094 0.1 0.2 -0.1 0.077
H -2.5315 1.7753 -2.9871 0.4 0.8 -0.8 0.099
H -2.9318 0.2075 -2.8658 -0.6 -0.7 -0.3 0.097
H -4.9122 1.7025 -3.6718 0.0 0.0 0.1 0.113
H -4.6833 0.4400 -4.8399 0.3 -0.5 0.4 0.110
H -2.9724 2.1847 -5.6085 0.3 -0.2 -0.6 0.082
H -3.9198 3.7425 -3.9115 -0.1 0.0 0.2 0.101
H -5.2054 3.7832 -5.2066 0.0 0.9 0.5 0.131
H -3.6973 5.4361 -5.6971 0.3 0.6 -0.6 0.116
H -3.1312 4.1659 -6.8472 -0.8 -0.2 -0.1 0.135
H -0.5622 4.8801 -6.7383 0.2 0.4 -0.4 0.095
H -0.1391 5.5539 -5.1676 0.0 -0.5 0.3 0.069
H -1.2810 6.3955 -6.0872 -0.7 0.0 -0.3 0.090
C 0.4241 -3.0342 -2.9165 1.3 0.0 -1.1 -0.119
O 0.4364 -3.1513 -1.5289 -0.1 0.2 -0.8 -0.187
C -0.7085 -2.5901 -0.9540 0.9 -0.3 2.7 -0.199
C -0.3108 -2.1132 0.4654 -0.6 -0.9 -1.4 -0.206
N 0.3479 -0.8291 0.3817 -1.4 0.1 0.3 -0.024
C 0.3603 -0.3209 1.7230 0.2 1.7 0.8 -0.218
C 0.4923 1.2069 1.8017 0.4 -0.6 0.5 -0.194
O 1.8695 1.5976 1.8122 0.1 1.6 -1.6 -0.182
C 2.1823 2.3856 0.6258 0.6 -1.0 0.6 -0.093
H 0.4947 -2.0263 -3.3256 -0.4 0.8 0.6 0.065
H -0.4112 -3.4850 -3.4523 -0.2 -0.5 0.3 0.086
H 1.3831 -3.4199 -3.2622 -0.2 -0.7 -0.1 0.076
H -1.4332 -3.3756 -0.7398 -0.6 0.0 -0.8 0.114
H -1.0333 -1.7000 -1.4929 -0.4 -0.2 -0.2 0.118
H 0.2770 -2.8304 1.0384 0.3 -0.5 -0.4 0.104
H -1.2414 -2.1297 1.0325 -0.2 0.9 0.1 0.107
H 1.2727 -0.9727 0.0020 0.3 0.0 0.1 0.097
H 1.0849 -0.8572 2.3357 0.5 0.4 0.3 0.113
H -0.5621 -0.4889 2.2791 -0.5 -0.5 -0.6 0.111
H -0.0094 1.5880 2.6911 0.3 -0.1 0.5 0.105
H -0.0622 1.7051 1.0064 0.1 -0.3 -0.5 0.101
H 1.5343 3.2496 0.4790 -0.3 0.0 0.2 0.063
H 2.1854 1.7649 -0.2702 -0.5 -0.2 -0.2 0.074
H 3.2142 2.7358 0.6511 0.1 0.1 0.7 0.071
C 5.3907 0.2002 8.4648 0.7 -1.2 -0.6 -0.092
O 4.2285 -0.4853 7.9861 1.3 0.7 0.3 -0.196
C 3.0802 -0.0755 8.6666 -1.2 -0.3 0.3 -0.252
C 1.8645 -0.6305 7.8898 1.2 1.1 1.2 -0.210
N 2.0654 -0.3373 6.4608 -1.5 -0.5 1.8 -0.040
C 1.1092 -1.1390 5.6764 0.8 0.3 -1.1 -0.194
C -0.3926 -0.9718 5.9336 1.1 0.0 0.7 -0.225
O -0.8243 -2.0187 6.7786 -0.5 -0.9 -0.8 -0.202
C -2.2338 -2.2877 6.6591 0.8 0.9 1.4 -0.084
H 6.2793 -0.1200 7.9208 -0.3 0.0 -0.9 0.082
H 5.7278 -0.1880 9.4259 -0.8 0.6 0.8 0.088
H 5.3183 1.2817 8.3500 -0.2 0.0 0.5 0.092
H 3.0244 0.9969 8.8533 0.2 0.4 -0.6 0.115
H 3.0448 -0.4884 9.6747 0.1 -0.3 0.3 0.118
H 0.9938 -0.1672 8.3539 -0.3 0.0 -0.4 0.116
H 1.8660 -1.6768 8.1954 -0.4 -0.5 -0.7 0.119
H 2.9971 -0.7207 6.3897 0.2 0.1 -1.1 0.090
H 1.3791 -2.1929 5.7435 -0.3 -0.3 -0.1 0.122
H 1.2993 -0.8061 4.6561 -0.1 -0.3 -0.3 0.090
H -0.9215 -0.9614 4.9806 -0.2 -0.1 -0.1 0.107
H -0.5269 -0.0101 6.4289 -0.3 0.3 0.0 0.118
H -2.6616 -1.4099 7.1434 -0.9 0.0 -0.3 0.085
H -2.4769 -3.1374 7.2971 0.2 -0.1 -0.2 0.086
H -2.6166 -2.4484 5.6513 0.3 0.1 -0.2 0.083
C -0.2491 -9.5017 0.9883 -0.5 0.4 0.1 -0.071
O -0.8827 -8.2077 0.7930 0.8 -1.3 0.4 -0.261
C -1.3481 -7.6991 2.0433 0.0 0.8 0.1 -0.214
C -1.4608 -6.1709 1.9468 0.9 0.8 0.7 -0.179
N -0.1898 -5.4046 2.1600 0.7 -1.1 -2.3 -0.025
C 0.7880 -5.8065 1.0795 0.8 1.2 0.3 -0.176
C 2.1732 -5.1911 1.3526 -1.1 -0.5 -0.3 -0.248
O 2.5562 -5.4603 2.6752 1.9 0.7 -0.2 -0.179
C 3.8310 -4.8214 2.9698 -1.0 -0.5 1.5 -0.075
H 0.6388 -9.3974 1.6118 -0.1 0.1 0.3 0.088
H 0.0782 -9.9970 0.0741 -0.2 0.6 -0.4 0.085
H -0.9741 -10.1797 1.4386 0.1 -0.1 0.3 0.090
H -0.6934 -7.8758 2.8966 0.8 -0.3 -0.2 0.120
H -2.2483 -8.2261 2.3596 -0.6 0.2 -0.4 0.122
H -2.1290 -5.7688 2.7083 -0.4 -0.3 -0.1 0.111
H -1.7843 -5.8385 0.9604 -0.4 -0.3 0.0 0.092
H 0.3339 -5.6197 2.9964 -0.5 -0.3 0.6 0.087
H 0.5827 -5.3578 0.1076 -0.9 0.2 -0.1 0.093
H 0.8431 -6.8744 0.8679 0.1 0.0 0.5 0.103
H 2.1382 -4.1240 1.1327 -0.1 0.4 0.3 0.098
H 2.8734 -5.5865 0.6167 0.3 -0.4 0.0 0.112
H 4.6991 -5.1258 2.3852 -0.4 -0.2 -0.5 0.087
H 4.0400 -5.0972 4.0034 0.1 -0.3 0.0 0.083
H 3.7534 -3.7361 3.0345 -0.2 0.2 -0.6 0.079
C -2.3510 6.9553 -2.6786 -0.4 0.5 -0.5 -0.087
O -1.9611 6.2676 -1.5171 0.5 -1.4 0.1 -0.223
C -2.3963 4.8904 -1.5742 1.1 -0.3 0.0 -0.191
C -2.0028 4.1681 -0.3002 -0.7 1.2 -0.7 -0.231
N -2.9462 4.4478 0.7425 0.1 -1.8 2.3 -0.022
C -2.6335 3.6816 2.0260 -0.5 0.6 -0.8 -0.163
C -1.5783 4.2821 2.9424 -0.5 -1.3 -0.2 -0.258
O -1.5857 3.4799 4.1248 0.7 1.5 0.3 -0.174
C -0.4544 3.8697 4.9266 -0.3 -1.0 0.6 -0.091
H -2.5156 6.3384 -3.5620 -0.1 -0.6 0.3 0.073
H -1.5469 7.6095 -3.0154 -0.2 0.5 0.4 0.090
H -3.2914 7.4389 -2.4144 0.1 0.6 -0.5 0.106
H -1.8621 4.2975 -2.3167 0.4 0.7 -0.8 0.104
H -3.4391 4.8276 -1.8850 -0.3 0.1 0.6 0.129
H -1.0130 4.5319 -0.0244 0.7 -0.2 -0.2 0.101
H -1.9195 3.1316 -0.6271 -0.3 -0.3 0.8 0.119
H -2.9394 5.4309 0.9740 -0.1 0.2 -0.2 0.103
H -2.3440 2.6608 1.7765 0.0 0.0 -0.2 0.093
H -3.5245 3.6168 2.6505 -0.2 0.0 -0.3 0.123
H -1.8527 5.3196 3.1333 0.3 0.3 0.3 0.122
H -0.5850 4.1813 2.5049 0.3 0.4 -0.2 0.093
H -0.4850 3.3601 5.8897 -0.2 -0.6 -0.3 0.088
H -0.4087 4.8967 5.2891 -0.3 0.6 -0.9 0.084
H 0.4498 3.5669 4.3986 0.3 0.2 0.1 0.083
C 0.5977 7.1497 2.3190 0.3 0.0 -0.9 0.019
C 1.7613 7.2610 1.2620 -0.4 -0.2 1.6 -0.472
C 2.7241 6.1537 1.6175 1.9 -1.2 0.5 -0.132
C 3.8497 5.7698 0.6166 -1.0 1.0 -1.0 -0.131
C 3.2631 5.5985 -0.7851 -0.3 -1.0 0.6 -0.137
C 2.2453 6.6742 -1.2303 0.3 -1.5 -0.8 -0.380
N 1.2787 6.9487 -0.0528 0.1 3.2 -2.8 0.133
O 0.2201 7.7778 -0.4956 2.3 -0.9 1.6 0.094
C 2.8641 7.9847 -1.8281 -0.5 -0.4 0.9 0.021
C 1.4375 5.9683 -2.3530 -1.1 0.3 0.4 -0.031
C 2.5241 8.6059 1.4055 -0.1 0.8 -1.3 0.025
H -0.0087 6.2693 2.1063 0.2 -0.2 0.1 0.054
H -0.1132 7.9754 2.3481 0.5 0.3 0.0 0.099
H 1.1382 6.9989 3.2534 -0.5 0.2 0.2 0.102
H 3.2708 6.3955 2.5289 -0.3 0.5 0.2 0.134
H 2.1491 5.2807 1.9262 0.0 -0.3 -0.4 0.116
H 4.3605 4.8772 0.9778 0.0 0.1 -0.2 0.119
H 4.5796 6.5537 0.4147 0.2 0.3 1.1 0.113
H 2.7621 4.6305 -0.7966 -0.3 0.0 -0.2 0.090
H 4.0523 5.4692 -1.5256 0.0 0.4 -0.1 0.139
H 2.0169 8.6630 -1.9293 0.4 0.3 -0.3 0.094
H 3.6857 8.4223 -1.2610 -0.3 0.0 0.3 0.078
H 3.3195 7.7346 -2.7863 -0.4 -0.2 -0.1 0.103
H 0.8979 5.1379 -1.8977 0.2 -0.2 -0.1 0.068
H 0.6514 6.5590 -2.8234 0.1 0.5 0.2 0.075
H 2.0262 5.6027 -3.1944 0.5 0.0 0.5 0.108
H 1.9995 9.4935 1.0518 -0.7 -0.2 0.3 0.099
H 3.3869 8.6556 0.7413 0.3 -0.5 0.5 0.069
H 2.8173 8.7601 2.4440 -0.1 -0.3 -0.1 0.111
H -0.5127 7.1704 -0.6206 -1.5 -0.9 -0.8 0.089
```
Positions in Å, forces in eV/Å.

Summary:
DFT total energy	-3853.71163	Eh
LUMO (spin up / spin down)	-1.874 / -6.635	eV
2S+1	2
Kohn-Sham gap (spin up / spin down)	8.02 / 3.26	eV
total charge	+1